The following is a DFT calculation (the ωB97M-V functional and the def2-TZVPD basis) of C10H20N2O2 as an isolated structure at a distorted geometry.

```
34
Properties=species:S:1:pos:R:3:lowdin_charge:R:1
C -4.1881 -1.3260 -0.4690 -0.069
H -4.9434 -1.7606 -1.0734 0.057
H -3.1871 -1.7646 -0.9098 0.108
C -4.0776 0.1381 -0.8715 -0.198
C -2.9602 0.6113 -0.2110 -0.591
O -3.2031 1.3866 0.9807 -0.149
N -1.8541 0.3676 -0.3884 0.046
H -1.7077 -0.0819 -1.4831 0.264
C -0.5970 0.9617 -0.0115 -0.098
C -0.1403 0.0346 1.2936 -0.193
H -0.9984 0.4376 2.0879 0.174
C -0.1980 -1.3215 0.9080 -0.245
H -1.0473 -1.9641 0.5722 0.124
C 0.9591 -1.6930 -0.0251 -0.194
N 2.2516 -1.3162 0.1312 0.067
C 2.7835 -0.3242 -0.2954 -0.630
O 2.3669 0.0767 -1.3276 0.075
C 4.1965 0.0367 0.1702 -0.033
C 4.5595 1.7016 -0.0954 0.017
H 4.2004 1.9610 -0.9279 -0.020
H 3.7509 2.1263 0.5582 0.088
H 5.3669 1.9463 0.3581 -0.007
H 4.9583 -0.3212 -0.4756 0.087
H 4.3019 -0.1881 1.2953 0.130
H 2.7022 -1.5118 0.8372 0.050
H 0.7599 -1.3072 -1.0309 0.107
H 0.9806 -3.0541 -0.1856 0.208
H 0.1960 -1.7770 1.9055 0.141
H 0.6957 0.4021 1.8045 0.084
H -0.6689 1.9244 0.4958 0.114
H 0.2706 1.0390 -0.7037 0.112
H -4.0123 0.3119 -2.0395 0.163
H -5.0229 0.7083 -0.5193 0.155
H -4.3859 -1.6190 0.4920 0.055
```

As for the HOMO-LUMO gap: 0.329 Ha. The calculation puts the total energy at -17760.124 eV. The energy above the lowest of the compared OMol25 structures with the same formula, charge and spin comes out at 11.262 eV.